No. 1
{
  "formula": "C5H9NO",
  "method": "ωB97M-V/def2-TZVPD",
  "smiles": "C[C@H]1CC/C1=N\\O",
  "homo_lumo_gap_ev": 10.4,
  "spin_multiplicity": 1,
  "species": ["O", "N", "C", "C", "C", "C", "C", "H", "H", "H", "H", "H", "H", "H", "H", "H"],
  "coordinates": [[-0.9974, 1.1827, 2.5544], [-0.8447, 1.2617, 1.1811], [-0.0672, -1.2508, 0.9671], [-0.1755, 0.0898, -0.8135], [0.2350, -1.4112, -0.5569], [0.8348, 0.9857, -1.5301], [-0.3619, 0.2162, 0.6690], [0.8442, 0.7510, -2.6005], [-1.4887, 1.9926, 2.7314], [-1.1659, 0.3119, -1.1925], [1.3044, -1.5848, -0.7311], [-0.9349, -1.8299, 1.3109], [0.5350, 2.0316, -1.4193], [-0.3342, -2.1842, -1.0767], [1.8555, 0.8755, -1.1490], [0.7614, -1.4379, 1.6558]],
  "mulliken_charge": [-0.3828, -0.5154, -0.4111, 0.3289, -0.6520, -1.4100, 0.2892, 0.3402, 0.3766, 0.2668, 0.2547, 0.2316, 0.3677, 0.3007, 0.3499, 0.2649]
}

***

No. 2
{
  "formula": "C5H21N2O5",
  "method": "ωB97M-V/def2-TZVPD",
  "homo_lumo_gap_ev": 10.0,
  "total_charge": 1,
  "spin_multiplicity": 1,
  "species": ["O", "O", "O", "O", "O", "N", "N", "C", "C", "C", "C", "C", "H", "H", "H", "H", "H", "H", "H", "H", "H", "H", "H", "H", "H", "H", "H", "H", "H", "H", "H", "H", "H"],
  "coordinates": [[0.2763, 1.6500, 0.0975], [-1.4242, 2.5281, -2.1172], [1.0576, -0.1448, -3.1625], [-0.3644, 2.8551, 2.5201], [3.3124, 1.2052, 0.0367], [-0.9571, -0.2943, -1.4981], [-1.3854, -1.2671, 1.1724], [0.4088, -2.0096, -0.3173], [1.0286, -1.1789, -2.5578], [-0.8926, -0.7625, 2.4760], [-0.1777, -1.5437, -1.6737], [-0.6798, -2.4377, 0.6641], [-0.7502, 0.0949, -0.5573], [-1.3993, -3.1185, 0.1984], [-0.7337, 0.3776, -2.2495], [1.8623, -1.8954, -2.4971], [1.0811, -2.8436, -0.5232], [-0.7371, 2.9935, -2.6081], [-0.7641, -2.3662, -2.0561], [0.1938, -0.6432, 2.4180], [-1.0354, 2.4265, -1.2371], [1.2355, 1.7880, 0.1221], [4.1379, 1.1869, 0.5491], [3.6672, 1.8074, -0.6422], [-1.1785, 3.3627, 2.3529], [0.9509, -1.1696, 0.1140], [-0.2112, -2.9819, 1.4917], [-1.9536, -0.4881, -1.5027], [-1.2488, 0.2495, 2.5637], [-2.3752, -1.4203, 1.2572], [-1.1794, -1.4529, 3.2710], [-0.0208, 2.0367, 0.9495], [0.2560, 3.4561, 2.9454]],
  "mulliken_charge": [-0.6395, -0.6712, -0.4671, -0.6507, -0.6133, -0.0314, -0.2959, -0.7285, 0.0247, -0.9973, -0.0339, -0.8997, 0.0916, 0.4457, 0.4512, 0.3641, 0.5338, 0.3247, 0.4227, 0.3017, 0.3487, 0.2191, 0.2912, 0.3241, 0.3341, 0.2035, 0.3349, 0.3751, 0.3119, 0.2531, 0.3705, 0.4187, 0.2838]
}

***

No. 3
{
  "formula": "C2HN2PS",
  "method": "ωB97M-V/def2-TZVPD",
  "homo_lumo_gap_ev": [6.3, 6.3],
  "spin_multiplicity": 1,
  "species": ["S", "P", "N", "N", "C", "C", "H"],
  "coordinates": [[0.6438, 1.8366, 1.4440], [0.6205, -1.1561, 0.4398], [1.5686, -0.0627, -2.0799], [-2.2128, -0.9975, -0.1886], [-1.0823, -1.0422, 0.0132], [1.1505, -0.4789, -1.0951], [-0.6883, 1.9007, 1.4666]],
  "mulliken_charge": [-0.2254, 0.0113, -0.2904, -0.2968, 0.3018, 0.3317, 0.1677]
}

***

No. 4
{
  "formula": "C4H4O2",
  "method": "ωB97M-V/def2-TZVPD",
  "smiles": "C=COC=C=O",
  "homo_lumo_gap_ev": 8.4,
  "spin_multiplicity": 1,
  "species": ["O", "O", "C", "C", "C", "C", "H", "H", "H", "H"],
  "coordinates": [[-0.0415, 1.0862, -0.2077], [2.7222, -1.1067, 0.4065], [1.9903, -0.1898, 0.2956], [1.3622, 0.9407, 0.0816], [-1.2432, 0.3489, -0.2386], [-1.4198, -0.9736, -0.0799], [-1.9388, 1.0810, -0.5626], [-2.3345, -1.4225, -0.1334], [1.5804, 1.9866, 0.1927], [-0.6773, -1.7507, 0.2459]],
  "mulliken_charge": [-0.3553, -0.3684, 0.6517, -0.4166, 0.1746, -0.8087, 0.3682, 0.2956, 0.3151, 0.1439]
}